Formula: C4H6LiO2Tb
Source: the Open Molecules 2025 dataset
Level of theory: the ωB97M-V functional and the def2-TZVPD basis

The charge is +3. As for the expectation value of S²: 15.92. The calculation puts the relative energy (zero: lowest compared OMol25 entry of this formula, charge and spin) at 0.0 kJ/mol. The spin multiplicity is 8. The HOMO energy (spin up / spin down) comes out at -20.52 / -21.05 eV.

Positions of all 14 atoms, in Å:
1 Tb 1.352 -0.197 -1.889
2 O -2.519 -0.933 -1.362
3 O 2.197 0.996 -0.200
4 C -1.618 -0.805 -0.414
5 C 0.468 1.306 1.457
6 C 1.732 1.112 1.015
7 C -0.452 -1.544 -0.385
8 Li 4.065 1.497 0.037
9 H 0.249 1.204 2.521
10 H -0.215 1.830 0.773
11 H -0.459 -2.444 -1.014
12 H -3.218 -0.270 -1.295
13 H -1.793 0.007 0.298
14 H 0.210 -1.759 0.457